No. 1
The following is a quantum chemistry calculation of a molecular structure, C31H22ClF3MgN3O2S3Sb, from the OMol25 dataset.

Structure (XYZ):
```
67
Properties=species:S:1:pos:R:3
Mg 1.02 1.47 -1.91
Cl 2.28 -0.17 -2.73
F 0.31 0.16 6.61
C 0.44 -0.18 5.31
C -0.19 -1.32 4.85
C -0.05 -1.66 3.51
C 0.69 -0.88 2.64
C 1.28 0.29 3.13
C 1.17 0.64 4.47
Sb 0.87 -1.27 0.54
C 2.93 -1.81 0.53
C 3.39 -3.08 0.19
C 4.74 -3.37 0.15
C 5.64 -2.37 0.44
F 6.96 -2.64 0.40
C 5.23 -1.09 0.76
C 3.88 -0.82 0.80
C 0.03 -3.22 0.52
C -1.01 -3.49 -0.36
C -1.60 -4.74 -0.43
C -1.12 -5.73 0.40
F -1.68 -6.96 0.35
C -0.08 -5.52 1.29
C 0.49 -4.26 1.34
H -0.76 -1.93 5.54
H -0.55 -2.55 3.16
H 1.83 0.95 2.48
H 1.63 1.54 4.86
H 2.68 -3.87 -0.05
H 5.11 -4.36 -0.12
H 5.97 -0.32 0.96
H 3.56 0.20 1.02
H -1.38 -2.71 -1.02
H -2.41 -4.96 -1.12
H 0.27 -6.33 1.91
H 1.32 -4.08 2.02
O 2.43 4.53 -3.34
S 1.25 3.99 -2.75
O 0.63 2.85 -3.46
N 1.43 3.40 -1.24
C 0.55 3.95 -0.37
S 0.28 3.36 1.15
C -0.19 5.09 -0.98
C -1.09 5.95 -0.38
C -1.69 6.93 -1.16
C -1.40 7.05 -2.52
C -0.50 6.19 -3.13
C 0.07 5.22 -2.34
H -1.30 5.85 0.68
H -2.38 7.62 -0.70
H -1.87 7.83 -3.10
H -0.26 6.28 -4.18
N -5.25 -1.55 -0.68
C -4.82 -1.15 -1.89
S -5.65 -1.36 -3.28
C -3.49 -0.45 -1.86
C -3.17 0.42 -0.83
C -1.93 1.03 -0.83
N -1.02 0.81 -1.78
C -1.34 -0.02 -2.79
C -2.56 -0.66 -2.87
H -6.12 -2.05 -0.62
H -4.64 -1.55 0.12
H -3.87 0.65 -0.04
H -1.63 1.71 -0.04
H -0.57 -0.20 -3.53
H -2.79 -1.31 -3.70
```

Properties
lowest unoccupied orbital energy: -1.08 eV

No. 2
The following is a quantum chemistry calculation of 11 unconnected molecules or ions with the total composition H22O11, from the OMol25 dataset.

Structure (XYZ):
```
33
Properties=species:S:1:pos:R:3
O -0.89 -1.98 3.04
H 0.03 -1.82 2.85
H -1.00 -2.73 3.60
O 3.69 -1.29 -2.81
H 2.81 -1.36 -2.46
H 3.43 -0.40 -3.28
O 0.66 2.48 1.33
H 0.60 1.60 1.83
H -0.17 2.20 1.07
O -1.28 0.63 -3.58
H -1.36 0.47 -2.63
H -2.22 0.46 -4.10
O 4.53 1.42 0.36
H 5.04 0.90 -0.20
H 4.50 1.14 1.30
O 2.04 4.05 1.80
H 2.28 3.54 1.03
H 1.71 4.93 1.46
O -4.46 0.25 1.41
H -5.03 0.10 0.63
H -4.17 -0.55 1.77
O -1.14 0.27 0.20
H -1.88 0.69 -0.05
H -1.12 0.08 1.05
O -4.03 -2.65 -0.37
H -4.19 -3.65 -0.09
H -3.33 -2.59 -1.08
O 2.06 2.34 -2.30
H 1.82 3.02 -2.95
H 1.62 2.67 -1.43
O -0.03 -4.97 0.55
H 0.08 -5.08 1.47
H -0.62 -4.15 0.58
```

Properties
lowest unoccupied orbital energy: -0.27 eV
SMILES: O.O.O.O.O.O.O.O.O.O.O

No. 3
The following is a quantum chemistry calculation of a single C18H19N5O6S2 molecule, from the OMol25 dataset.

Structure (XYZ):
```
50
Properties=species:S:1:pos:R:3
C 4.12 -0.12 -1.02
H 3.20 -0.37 -1.55
O 3.95 1.01 -0.19
C 3.04 0.94 0.82
C 2.26 -0.18 1.06
C 1.29 -0.17 2.06
C 1.14 0.95 2.85
C 1.94 2.08 2.66
C 2.90 2.09 1.63
O 3.61 3.24 1.41
C 4.98 3.15 1.10
H 5.47 2.36 1.67
H 5.15 2.98 0.03
H 5.41 4.12 1.38
O 1.67 3.10 3.52
C 2.57 4.17 3.72
H 2.15 4.72 4.56
H 2.63 4.81 2.84
H 3.56 3.81 3.98
H 0.44 0.99 3.67
C 0.46 -1.39 2.20
O 0.84 -2.50 1.87
N -0.79 -1.19 2.72
H -1.13 -0.24 2.82
C -1.79 -2.23 2.67
C -2.51 -2.15 1.37
N -3.58 -1.49 1.09
N -3.79 -1.59 -0.23
C -2.81 -2.29 -0.70
S -2.48 -2.74 -2.34
C -3.33 -1.37 -3.22
C -2.34 -0.77 -4.18
O -2.39 -0.92 -5.37
N -1.29 -0.06 -3.64
C -1.10 0.41 -2.37
N -1.93 0.35 -1.40
C -1.46 0.96 -0.28
C -0.23 1.51 -0.39
S 0.41 1.25 -1.97
H 0.34 2.04 0.34
H -2.09 0.98 0.59
H -0.60 0.23 -4.33
H -3.66 -0.67 -2.45
H -4.16 -1.79 -3.77
O -1.96 -2.70 0.26
H -2.49 -2.12 3.50
H -1.26 -3.19 2.73
H 2.35 -1.08 0.47
H 4.89 0.17 -1.74
H 4.46 -0.98 -0.45
```

Properties
lowest unoccupied orbital energy: 0.37 eV
SMILES: COc1cc(C(=O)NCc2nnc(SCC(=O)Nc3nccs3)o2)cc(OC)c1OC

No. 4
The following is a quantum chemistry calculation of 2 unconnected molecules or ions with the total composition C4H10N, from the OMol25 dataset.

Structure (XYZ):
```
15
Properties=species:S:1:pos:R:3
C -2.52 -0.09 -0.15
C -1.03 -0.20 0.59
C -0.02 0.53 -0.23
C 3.23 0.03 -0.10
N 2.22 -0.59 0.22
H -2.35 0.74 -0.80
H -2.55 -1.00 -0.74
H -3.20 -0.24 0.68
H -1.18 0.15 1.60
H -0.85 -1.27 0.58
H -0.07 0.23 -1.29
H -0.09 1.60 -0.08
H 3.57 0.88 0.52
H 3.94 -0.52 -0.73
H 0.89 -0.25 -0.06
```

Properties
lowest unoccupied orbital energy: -8.37 eV
total charge: +1

No. 5
The following is a quantum chemistry calculation of a gas-phase ion, C5H10NO2 (charge +1), from the OMol25 dataset.

Structure (XYZ):
```
18
Properties=species:S:1:pos:R:3
O -0.66 1.24 -1.19
C -1.16 1.38 -0.09
O -2.12 2.24 0.14
C -0.57 0.64 1.08
C -0.71 -0.86 0.82
C 0.48 -1.52 0.11
C 2.13 -0.16 -1.10
N 1.00 -0.71 -1.01
H -2.20 2.79 -0.62
H -1.01 0.93 2.05
H 0.47 0.95 1.21
H -0.80 -1.41 1.74
H -1.64 -1.03 0.29
H 0.06 -2.38 -0.36
H 1.32 -1.73 0.76
H 2.50 0.32 -2.01
H 2.70 -0.23 -0.19
H 0.23 -0.46 -1.64
```

Properties
lowest unoccupied orbital energy: -4.69 eV
total charge: +1
SMILES: C=[NH+]CCCC(=O)O

No. 6
The following is a quantum chemistry calculation of a molecular structure, C7H12N2, from the OMol25 dataset.

Structure (XYZ):
```
21
Properties=species:S:1:pos:R:3
C -1.58 -0.67 0.27
C -0.45 0.45 0.31
C -1.01 1.79 -0.35
C 0.59 0.60 -0.84
C 1.54 -0.65 -0.69
C 1.23 -1.87 0.01
C 0.53 0.08 1.49
H -1.72 -1.19 -0.67
H -2.53 -0.22 0.42
H -1.39 -1.41 1.10
H -0.50 2.72 -0.16
H -1.99 2.03 -0.34
H -1.06 0.81 -2.23
H 1.22 1.41 -0.36
H 2.59 -0.49 -1.06
H 0.08 -2.08 -0.14
H 1.94 -2.67 -0.13
H 0.24 -0.40 2.35
H 1.02 1.03 1.85
N -0.35 1.43 -1.63
N 1.61 -0.70 0.79
```

Properties
lowest unoccupied orbital energy: 0.92 eV

No. 7
The following is a quantum chemistry calculation of a molecular structure, C48H41IN3O3PSn, from the OMol25 dataset.

Structure (XYZ):
```
98
Properties=species:S:1:pos:R:3
Sn 2.95 -20.15 -6.29
O 7.20 -14.89 -6.22
C 7.74 -15.98 -6.30
O 8.88 -16.35 -6.05
C 6.81 -17.11 -6.82
C 7.19 -18.46 -6.78
C 6.24 -19.43 -7.09
N 5.02 -19.09 -7.50
C 4.70 -17.80 -7.68
C 5.55 -16.78 -7.32
C 3.35 -17.62 -8.29
C 2.94 -16.38 -8.78
C 1.72 -16.29 -9.43
C 0.89 -17.41 -9.49
C 1.35 -18.58 -8.91
N 2.55 -18.70 -8.34
C 6.52 -20.90 -7.00
C 7.80 -21.40 -6.72
C 7.96 -22.76 -6.54
C 6.84 -23.59 -6.61
C 5.62 -23.01 -6.89
N 5.46 -21.71 -7.10
H 8.19 -18.65 -6.43
H 5.32 -15.72 -7.36
H 3.58 -15.53 -8.71
H 1.43 -15.35 -9.90
H -0.07 -17.37 -9.97
H 0.73 -19.46 -8.88
H 8.66 -20.75 -6.64
H 8.96 -23.18 -6.34
H 6.91 -24.66 -6.45
H 4.73 -23.62 -7.00
I 0.70 -21.98 -7.10
C -0.69 -20.69 -6.26
C -1.96 -21.15 -6.17
C -2.98 -20.30 -5.69
C -2.67 -19.00 -5.41
C -1.35 -18.50 -5.57
C -1.05 -17.14 -5.36
C 0.23 -16.67 -5.47
C 1.28 -17.57 -5.73
C 1.06 -18.91 -5.97
C -0.28 -19.37 -5.95
H -2.19 -22.15 -6.47
H -4.00 -20.65 -5.63
H -3.41 -18.28 -5.10
H -1.87 -16.48 -5.10
H 0.46 -15.62 -5.32
H 2.28 -17.18 -5.76
C 6.85 -24.58 -2.32
C 6.41 -25.62 -3.12
C 5.24 -25.49 -3.88
C 4.54 -24.29 -3.86
C 5.03 -23.22 -3.10
C 6.16 -23.37 -2.31
P 2.99 -23.93 -4.77
C 2.57 -25.43 -5.74
C 3.48 -26.07 -6.58
C 3.09 -27.11 -7.41
C 1.77 -27.53 -7.45
C 0.83 -26.87 -6.65
C 1.21 -25.81 -5.84
C 1.82 -24.09 -3.38
C 1.18 -22.94 -2.92
C 0.40 -22.99 -1.78
C 0.24 -24.19 -1.11
C 0.87 -25.35 -1.56
C 1.67 -25.29 -2.68
H 7.71 -24.70 -1.69
H 6.92 -26.58 -3.14
H 4.91 -26.34 -4.45
H 4.52 -22.27 -3.11
H 6.48 -22.55 -1.69
H 4.52 -25.75 -6.58
H 3.85 -27.60 -8.02
H 1.49 -28.37 -8.07
H -0.22 -27.14 -6.71
H 0.47 -25.32 -5.24
H 1.34 -22.01 -3.45
H -0.14 -22.12 -1.41
H -0.37 -24.24 -0.20
H 0.79 -26.29 -1.02
H 2.17 -26.19 -3.04
C 5.60 -19.51 -3.90
C 4.69 -19.22 -2.75
O 3.34 -19.35 -3.19
C 2.46 -19.15 -2.09
C 1.02 -19.16 -2.57
H 6.65 -19.40 -3.62
H 5.41 -18.80 -4.72
H 5.45 -20.53 -4.26
H 4.83 -18.20 -2.40
H 4.87 -19.89 -1.90
H 2.68 -18.21 -1.60
H 2.60 -19.95 -1.36
H 0.82 -18.27 -3.18
H 0.36 -19.16 -1.72
H 0.82 -20.03 -3.18
```

Properties
lowest unoccupied orbital energy: -0.51 eV

No. 8
The following is a quantum chemistry calculation of a molecular structure, C30H30FN5O9SeV, from the OMol25 dataset.

Structure (XYZ):
```
77
Properties=species:S:1:pos:R:3
V -0.68 1.55 2.75
O -1.11 5.26 4.15
C -1.30 4.32 3.45
O -0.75 3.11 3.71
C -2.18 4.34 2.21
C -3.18 3.17 2.28
C -4.32 3.36 1.30
C -3.61 3.15 -0.06
C -2.19 2.81 0.37
O -2.40 2.09 1.63
C -1.42 4.03 0.87
C 0.05 3.67 1.04
O 0.96 4.42 0.84
O 0.24 2.38 1.39
H -2.67 5.31 2.17
H -3.45 2.85 3.28
H -4.78 4.34 1.41
H -5.09 2.61 1.47
H -3.62 4.04 -0.69
H -4.06 2.34 -0.62
H -1.64 2.16 -0.31
H -1.48 4.89 0.19
C -3.59 -5.41 2.59
C -2.83 -5.05 1.33
C -1.84 -6.13 0.94
C -1.18 -5.80 -0.39
C -0.57 -4.43 -0.34
C 0.46 -4.09 -1.19
C 1.04 -2.83 -1.12
F 2.05 -2.53 -1.97
C 0.65 -1.89 -0.21
C -0.41 -2.20 0.65
C -0.85 -1.21 1.60
O -0.27 -0.07 1.61
C -1.88 -1.59 2.48
C -2.45 -2.84 2.35
N -2.08 -3.75 1.46
C -1.03 -3.46 0.59
C -2.41 -0.72 3.55
O -3.30 -1.03 4.29
O -1.78 0.48 3.66
H -4.02 -6.40 2.45
H -4.43 -4.74 2.79
H -2.94 -5.45 3.46
H -3.53 -4.89 0.50
H -2.38 -7.08 0.86
H -1.09 -6.25 1.73
H -1.93 -5.83 -1.19
H -0.42 -6.53 -0.64
H 0.83 -4.80 -1.91
H 1.13 -0.92 -0.14
H -3.26 -3.10 3.02
O -0.52 0.59 -2.07
N 0.52 0.71 -2.51
C 4.07 3.73 -2.83
N 3.98 2.31 -3.16
C 3.20 1.39 -2.59
Se 1.93 1.66 -1.23
N 3.43 0.21 -3.17
C 4.39 0.35 -4.16
C 4.97 -0.56 -5.04
C 5.92 -0.06 -5.90
C 6.29 1.30 -5.88
C 5.72 2.20 -5.01
C 4.75 1.69 -4.15
H 3.27 3.98 -2.14
H 3.96 4.31 -3.74
H 5.03 3.94 -2.37
H 2.96 -0.65 -2.89
H 4.69 -1.61 -5.05
H 6.40 -0.72 -6.60
H 7.04 1.64 -6.58
H 6.01 3.24 -5.00
N 1.03 1.19 3.94
H 0.76 1.15 4.92
H 1.64 2.00 3.84
H 1.56 0.36 3.71
```

Properties
spin multiplicity: 2
lowest unoccupied orbital energy (alpha / beta): -6.56 / -6.30 eV
total charge: +2
expectation value of S²: 0.758

No. 9
The following is a quantum chemistry calculation of 2 unconnected molecules or ions with the total composition C5H13NO, from the OMol25 dataset.

Structure (XYZ):
```
20
Properties=species:S:1:pos:R:3
C 2.08 -0.37 0.07
C 1.32 -1.40 0.88
O 1.37 0.93 0.14
H 2.00 1.63 -0.06
H 2.20 -0.69 -0.97
H 3.07 -0.21 0.50
H 1.86 -2.34 0.87
H 0.33 -1.56 0.45
H 1.21 -1.06 1.91
C -1.71 0.93 1.01
N -0.81 0.89 -1.90
C -1.45 -0.16 -1.26
C -1.83 -0.19 0.02
H -0.28 0.61 -2.71
H -0.25 1.45 -1.25
H -1.69 -1.00 -1.91
H -2.38 -1.06 0.36
H -2.70 1.29 1.27
H -1.12 1.75 0.62
H -1.23 0.56 1.93
```

Properties
lowest unoccupied orbital energy: 0.75 eV
SMILES: C/C=C\N.CCO

For reference, DFT total energy by record: -3904.09149 -840.66893 -2218.88554 -212.65312 -401.49754 -383.24691 -3097.03239 -5557.10775 -328.26620 Ha.